Density functional theory data (ωB97M-V/def2-TZVPD) for a molecular structure, C51H54AlFN9O19P2 at a distorted geometry.

Max |F| (hartree/bohr): 0.1657
Calculated total energy (a.u.): -4922.4696
Frontier orbital gap (eV): 4.84

```
! wB97M-V def2-TZVPD RIJCOSX def2/J DEFGRID3
* xyz -1 1
C -3.733 1.088 -5.367
C -2.900 1.654 -4.073
C -3.763 1.779 -2.686
F -4.577 3.030 -2.646
Al -4.913 0.080 -2.273
C -5.820 0.520 -0.438
C -5.336 -0.591 0.670
N -6.048 -1.764 0.795
P -3.618 -1.821 -1.866
P -2.656 -2.585 -3.663
O -3.609 -3.411 -4.635
O -1.439 -3.755 -3.109
O -1.784 -1.408 -4.603
N -6.225 -0.129 -3.665
C -7.643 0.122 -3.181
C -8.534 1.446 -3.681
O -8.321 -0.708 -2.339
C -6.246 -1.520 -4.258
C -6.181 -1.595 -5.928
O -6.356 -2.671 -3.569
H -3.231 1.374 -6.411
H -3.916 -0.082 -5.315
H -4.818 1.580 -5.304
H -2.566 2.765 -4.357
H -1.908 1.080 -3.828
H -2.990 1.868 -1.782
H -6.983 0.615 -0.518
H -5.426 1.570 -0.049
H -4.410 -0.406 1.364
H -5.533 -2.288 1.563
H -2.533 -1.392 -1.007
H -0.709 -3.800 -3.794
H -1.012 -1.052 -4.040
H -8.968 1.237 -4.768
H -9.441 1.642 -2.931
H -7.821 2.373 -3.736
H -6.190 -0.487 -6.369
H -5.208 -2.120 -6.321
H -7.168 -2.100 -6.337
C 4.074 -0.704 -1.000
C 3.367 -1.385 -1.992
C 1.979 -1.258 -2.075
C 1.307 -0.439 -1.158
C 2.013 0.241 -0.156
C 3.401 0.103 -0.082
N -0.149 -0.281 -1.256
O -0.740 -0.913 -2.144
O -0.703 0.479 -0.448
H 5.157 -0.802 -0.943
H 3.899 -2.014 -2.703
H 1.443 -1.796 -2.854
H 1.504 0.876 0.565
H 3.959 0.629 0.690
C 9.883 -0.691 1.131
C 9.213 0.181 0.272
C 7.964 0.694 0.629
C 7.395 0.327 1.856
C 8.062 -0.554 2.717
C 9.309 -1.062 2.348
N 6.094 0.883 2.248
O 5.527 1.644 1.451
O 5.639 0.561 3.356
H 10.859 -1.084 0.851
H 9.667 0.465 -0.675
H 7.455 1.372 -0.052
H 7.629 -0.851 3.671
H 9.836 -1.745 3.011
C -3.724 -2.875 7.619
C -3.213 -1.624 7.270
C -3.123 -1.254 5.927
C -3.555 -2.147 4.936
C -4.062 -3.407 5.283
C -4.144 -3.766 6.630
N -3.488 -1.754 3.524
O -3.016 -0.639 3.257
O -3.910 -2.558 2.680
H -3.797 -3.157 8.668
H -2.886 -0.935 8.046
H -2.722 -0.276 5.671
H -4.397 -4.111 4.525
H -4.539 -4.741 6.910
C 3.320 -0.150 7.743
C 3.272 -0.439 9.108
C 2.197 -1.160 9.633
C 1.174 -1.592 8.777
C 1.216 -1.296 7.408
C 2.295 -0.572 6.895
N 0.055 -2.372 9.319
O 0.044 -2.597 10.538
O -0.813 -2.765 8.525
H 4.163 0.408 7.337
H 4.074 -0.105 9.762
H 2.174 -1.377 10.698
H 0.427 -1.621 6.734
H 2.338 -0.341 5.833
C -2.684 6.481 -2.519
C -3.536 5.695 -3.297
C -3.854 6.085 -4.599
C -3.307 7.267 -5.117
C -2.458 8.062 -4.336
C -2.149 7.663 -3.034
N -3.618 7.670 -6.494
O -4.388 6.950 -7.146
O -3.089 8.703 -6.927
H -2.434 6.170 -1.507
H -3.950 4.776 -2.888
H -4.520 5.462 -5.192
H -2.030 8.985 -4.724
H -1.488 8.272 -2.421
C 10.939 3.490 7.556
C 11.044 2.253 8.195
C 10.258 1.179 7.773
C 9.370 1.354 6.703
C 9.257 2.597 6.065
C 10.046 3.664 6.498
N 8.559 0.222 6.239
O 8.674 -0.856 6.842
O 7.810 0.407 5.269
H 11.558 4.323 7.885
H 11.742 2.126 9.020
H 10.352 0.222 8.281
H 8.568 2.748 5.237
H 9.968 4.632 6.007
C -1.862 -4.814 -6.694
C -1.351 -3.563 -7.042
C -1.261 -3.193 -8.386
C -1.693 -4.086 -9.376
C -2.200 -5.346 -9.029
C -2.282 -5.706 -7.683
N -1.626 -3.693 -10.789
O -1.154 -2.578 -11.056
O -2.048 -4.497 -11.632
H -1.935 -5.096 -5.645
H -1.024 -2.875 -6.266
H -0.860 -2.215 -8.641
H -2.535 -6.050 -9.788
H -2.677 -6.680 -7.403
*
```

---

Density functional theory data (ωB97M-V/def2-TZVPD) for a molecular structure, C23H50Br12O17S5 at a distorted geometry.

Max |F| (hartree/bohr): 0.0678
Calculated total energy (a.u.): -35064.3079
Frontier orbital gap (eV): 9.56

```
! wB97M-V def2-TZVPD RIJCOSX def2/J DEFGRID3
* xyz 0 1
O 2.258 0.721 -13.897
C 2.318 0.212 -14.994
O 2.208 0.978 -16.101
C 2.371 0.149 -17.246
C 2.373 -1.259 -16.753
C 2.676 -1.210 -15.292
H 3.254 0.451 -17.810
H 1.504 0.289 -17.892
H 3.212 -1.803 -17.189
H 1.451 -1.779 -17.012
H 3.740 -1.357 -15.106
H 2.108 -1.881 -14.648
O -4.815 -5.346 -21.234
S -4.343 -5.113 -19.884
O -3.400 -5.984 -19.260
O -3.737 -3.522 -19.770
C -3.356 -3.080 -18.468
C -2.769 -1.660 -18.625
C -5.873 -4.985 -18.818
H -2.552 -3.706 -18.082
H -4.174 -2.967 -17.756
H -2.111 -1.521 -19.483
H -2.317 -1.394 -17.670
H -3.633 -1.022 -18.812
H -6.696 -4.464 -19.308
H -5.691 -4.542 -17.839
H -6.326 -5.971 -18.720
O -1.866 -3.366 -13.863
S -2.557 -4.056 -12.780
O -3.629 -3.430 -12.033
O -3.055 -5.499 -13.424
C -2.210 -6.110 -14.359
C -2.874 -7.432 -14.740
C -1.380 -4.658 -11.455
H -1.245 -6.235 -13.866
H -2.086 -5.523 -15.269
H -3.780 -7.295 -15.331
H -3.158 -8.057 -13.893
H -2.170 -7.937 -15.402
H -0.939 -3.756 -11.031
H -0.595 -5.208 -11.974
H -1.977 -5.232 -10.747
O 3.467 -9.299 -24.339
S 2.472 -9.844 -23.435
O 2.638 -9.871 -21.984
O 0.977 -9.100 -23.762
C -0.086 -9.443 -22.885
C -1.337 -8.638 -23.388
C 2.005 -11.483 -24.073
H 0.110 -9.200 -21.840
H -0.330 -10.504 -22.846
H -2.295 -9.011 -23.027
H -1.460 -8.747 -24.466
H -1.266 -7.557 -23.265
H 2.874 -12.013 -24.462
H 1.312 -11.353 -24.905
H 1.445 -12.032 -23.315
O -9.837 -8.350 -24.475
S -8.876 -7.474 -23.830
O -8.323 -7.896 -22.517
O -7.716 -6.991 -24.865
C -7.201 -7.928 -25.810
C -5.992 -7.254 -26.477
C -9.545 -5.751 -23.622
H -7.979 -8.247 -26.503
H -6.755 -8.776 -25.290
H -6.254 -6.326 -26.985
H -5.565 -7.969 -27.180
H -5.248 -6.997 -25.722
H -10.449 -5.784 -23.014
H -9.837 -5.367 -24.600
H -8.758 -5.153 -23.162
O 1.363 4.670 -18.153
S 1.316 5.911 -17.386
O 1.905 7.165 -17.912
O -0.272 6.184 -16.918
C -1.045 5.109 -16.337
C -1.531 4.019 -17.302
C 2.203 5.542 -15.799
H -1.934 5.535 -15.872
H -0.602 4.597 -15.483
H -1.946 4.375 -18.245
H -2.256 3.364 -16.820
H -0.709 3.392 -17.648
H 1.575 4.745 -15.400
H 2.152 6.435 -15.175
H 3.161 5.199 -16.189
C -1.603 -2.634 -23.547
Br -1.784 -0.670 -23.204
Br 0.057 -3.355 -22.826
Br -1.841 -3.000 -25.471
H -2.373 -3.212 -23.038
C -8.037 -2.365 -13.597
Br -8.425 -4.363 -13.774
Br -9.776 -1.443 -13.547
Br -6.855 -1.540 -14.955
H -7.587 -2.294 -12.607
C -4.225 -10.945 -19.824
Br -5.687 -11.375 -18.495
Br -4.233 -12.089 -21.419
Br -2.393 -11.087 -18.959
H -4.468 -9.922 -20.111
C -7.186 1.483 -20.392
Br -5.982 2.232 -21.783
Br -6.836 2.357 -18.641
Br -7.022 -0.504 -20.406
H -8.227 1.701 -20.634
*
```